No. 1
This record from OMol25 describes C37H42Cl4N4O9S2SbSeSi3W as an isolated structure. The level of theory is wB97M-V/def2-TZVPD.

```
104
Properties=species:S:1:pos:R:3:forces:R:3:mulliken_charge:R:1
W -0.1463 -0.0677 0.2260 2.324 -4.805 -1.922 -0.3650
O -3.9148 2.2621 3.7464 0.034 0.108 0.021 -0.5422
C -2.9168 1.5162 3.2280 -0.600 -0.419 0.086 1.0207
C -1.6273 1.9595 3.1504 1.077 0.107 0.146 -0.9554
C -0.6687 1.1161 2.5842 -1.395 -1.115 0.123 0.3327
N -0.9851 -0.1554 2.1875 -1.068 2.913 -0.272 -0.1155
C -2.3031 -0.4691 2.1060 0.820 -1.051 -0.198 0.3038
C -3.2855 0.2835 2.6475 -0.247 0.162 0.658 -0.8795
C -2.4886 -1.6004 1.0872 0.323 0.087 -0.111 0.6497
O -3.4202 -2.3655 1.0724 -0.404 -0.007 0.201 -0.7449
O -1.5036 -1.5788 0.2330 -0.980 -0.286 0.325 -0.2037
C 0.6110 1.5552 1.9987 2.029 -0.235 -0.562 0.1570
O 1.0375 2.6883 1.9330 -0.255 0.208 0.958 -0.7829
O 1.2341 0.5009 1.4185 0.520 2.231 2.320 0.4866
H -3.5859 3.1553 3.9032 -0.014 -0.007 0.134 0.3435
H -1.3355 2.9662 3.4316 -0.040 -0.041 -0.011 0.4786
H -4.3259 0.0019 2.5597 0.061 -0.040 0.045 0.5094
Cl 1.5750 -6.1388 -2.5063 -0.042 0.068 0.038 -0.2412
C 0.5096 -4.7747 -2.4575 0.224 0.164 0.074 0.1850
C -0.7675 -4.8896 -2.9466 -0.181 -0.010 -0.118 0.0049
Cl -1.3158 -6.4136 -3.5692 0.017 0.150 0.048 -0.2431
C -1.6083 -3.7640 -2.9643 0.064 0.028 0.084 0.5491
Cl -3.1998 -4.0342 -3.6069 0.033 0.271 0.120 -0.2079
C -1.1861 -2.5235 -2.4743 0.202 0.133 0.170 -1.0883
O -1.8892 -1.3703 -2.5002 -0.186 -0.201 -0.169 0.4153
C 0.1169 -2.4234 -1.8659 -0.245 0.474 0.229 -0.5184
O 0.5527 -1.3012 -1.3101 -0.699 -0.732 -0.605 0.0888
C 0.9419 -3.5502 -1.9289 -0.009 -0.443 -0.127 1.0750
Cl 2.5798 -3.5057 -1.3623 -0.109 0.001 -0.162 -0.2754
C -4.8001 4.1961 -1.6161 -0.092 0.391 -0.305 -1.2754
Si -3.6613 3.4790 -0.3258 0.769 -1.903 0.620 0.9847
C -2.7389 4.7803 0.6592 -0.208 0.252 0.308 -1.0900
C -4.7830 2.3562 0.6963 -0.488 0.539 0.265 -0.5917
Sb -1.5669 1.7583 -0.5540 -1.272 3.616 -2.937 -0.1593
Si -0.4883 3.5145 -2.5990 -1.079 -1.759 2.372 0.2117
C -1.9162 4.5667 -3.1632 0.034 0.347 -0.377 -1.0424
C 0.6425 4.4652 -1.4616 0.536 0.668 -0.741 -0.5913
C 0.0267 2.2449 -3.8593 0.581 0.576 -0.507 -0.6173
Si -3.3197 -0.8476 -3.2183 0.332 -0.197 -0.382 0.6206
C -4.7468 -1.5508 -2.2602 -0.385 -0.111 -0.020 -1.1597
C -3.7037 0.9805 -3.2338 0.350 0.408 0.550 -0.3595
C -3.0331 -1.0924 -5.0602 -0.404 -0.239 -0.287 -1.2812
H -5.7202 4.4677 -1.0736 0.167 -0.095 -0.127 0.4432
H -5.0640 3.4695 -2.3915 0.026 0.107 0.129 0.2963
H -4.4147 5.1007 -2.0958 -0.108 -0.184 0.031 0.4164
H -3.3605 5.1590 1.4837 0.077 0.071 -0.146 0.4528
H -2.4277 5.6311 0.0449 -0.017 -0.065 0.071 0.3298
H -1.8405 4.3243 1.0881 -0.081 0.113 -0.012 0.1744
H -5.0884 2.8237 1.6429 -0.113 -0.101 -0.180 0.4740
H -4.2788 1.4302 0.9401 -0.081 0.022 -0.127 -0.4824
H -5.6919 2.1125 0.1324 0.099 0.041 0.041 0.4045
H -2.2739 5.1747 -2.3281 0.109 0.014 -0.130 0.0847
H -2.7523 3.9625 -3.5261 0.121 0.055 -0.012 0.2972
H -1.6057 5.2489 -3.9701 -0.128 -0.084 0.133 0.4961
H 0.0530 4.7719 -0.5972 -0.046 0.075 -0.069 0.1954
H 1.0990 5.3533 -1.9302 -0.065 -0.103 0.175 0.4572
H 1.4330 3.8132 -1.1014 0.019 0.026 0.047 -0.0717
H -0.8590 1.7959 -4.3090 -0.041 0.064 -0.024 0.0649
H 0.5995 1.4589 -3.3767 -0.011 -0.106 -0.058 0.0641
H 0.6550 2.6729 -4.6560 -0.147 -0.155 0.028 0.4569
H -5.0362 -0.8183 -1.4967 0.037 -0.071 -0.102 0.2387
H -4.5066 -2.4774 -1.7457 0.006 -0.025 0.005 0.3577
H -5.6204 -1.7225 -2.9037 0.105 0.005 0.098 0.4369
H -4.0737 1.3308 -2.2646 0.005 -0.066 -0.192 -0.5624
H -4.4947 1.1171 -3.9835 0.107 -0.052 0.075 0.5537
H -2.8476 1.6103 -3.4942 -0.167 -0.048 -0.097 -0.3713
H -1.9868 -0.8509 -5.2797 -0.073 0.008 0.081 0.2932
H -3.6619 -0.3931 -5.6257 0.130 -0.073 0.062 0.4350
H -3.2328 -2.0915 -5.4464 0.093 0.029 0.028 0.4272
C 4.1347 2.4284 0.9842 0.035 -0.111 -0.157 -0.8030
N 4.2527 1.0801 0.4380 0.051 0.139 0.419 0.4771
C 3.3399 0.4708 -0.3351 -0.001 0.124 -0.205 -0.4688
Se 1.8705 1.2287 -1.2071 0.138 0.324 -0.068 -0.8178
N 3.7218 -0.7938 -0.5033 0.207 -0.276 0.426 0.5801
C 4.8798 -1.0534 0.2232 -0.299 -0.107 -0.260 0.4638
C 5.6362 -2.2048 0.3999 -0.019 0.056 0.004 -0.6899
C 6.7878 -2.0813 1.1588 -0.008 0.017 -0.039 -0.6166
C 7.1647 -0.8547 1.7203 -0.102 -0.025 0.072 -0.5462
C 6.3884 0.2803 1.5637 0.042 0.069 0.104 -0.6986
C 5.2361 0.1538 0.8037 -0.128 0.344 -0.030 0.7554
H 3.0863 2.7171 0.9908 -0.019 -0.055 -0.043 0.1461
H 4.7159 3.1362 0.3914 0.030 -0.030 0.018 0.2755
H 4.4927 2.4151 2.0114 0.034 -0.026 0.008 0.3254
H 3.1197 -1.4817 -0.9369 -0.110 0.036 -0.086 -0.2603
H 5.3305 -3.1510 -0.0272 0.032 0.015 0.003 0.4150
H 7.4072 -2.9544 1.3252 -0.031 0.043 0.013 0.4038
H 8.0607 -0.8004 2.3252 -0.020 -0.015 -0.025 0.3710
H 6.6570 1.2165 2.0392 -0.014 -0.076 -0.063 0.4097
O 4.8359 -1.1116 4.3840 0.107 0.008 -0.141 -0.6681
S 3.4747 -1.5665 4.5006 0.124 0.059 -0.011 1.1353
O 2.7620 -1.1603 5.6842 -0.077 0.018 0.024 -0.7443
N 2.6134 -1.2205 3.1541 -0.131 -0.394 0.091 -0.0710
C 2.0904 -2.3115 2.6262 0.051 0.157 0.061 1.0821
S 0.9767 -2.4122 1.3576 0.387 -0.287 0.311 -0.1824
C 2.5610 -3.5970 3.2846 -0.153 0.276 -0.206 -0.0766
C 2.2597 -4.9017 2.9438 -0.005 -0.317 0.013 -0.6003
C 2.8036 -5.9285 3.7141 -0.114 0.100 -0.159 -0.6763
C 3.6307 -5.6490 4.7979 0.010 -0.047 0.041 -0.4376
C 3.9349 -4.3370 5.1330 0.027 0.250 0.005 -0.6321
C 3.3874 -3.3326 4.3536 0.006 -0.068 0.117 -0.0315
H 1.6093 -5.1030 2.1002 0.032 0.012 0.048 0.5128
H 2.5739 -6.9597 3.4713 0.009 0.046 -0.008 0.4016
H 4.0312 -6.4623 5.3936 -0.001 0.044 -0.057 0.3829
H 4.5757 -4.1035 5.9752 -0.039 -0.004 -0.032 0.4355
```
Positions in Å, forces in eV/Å.

Output
**Charge**: -1

=====

No. 2
This record from OMol25 describes C37H42MnN8O3SSe as an isolated structure. The level of theory is wB97M-V/def2-TZVPD.

```
93
Properties=species:S:1:pos:R:3:forces:R:3:lowdin_spin:R:1
Mn -0.2999 -0.2496 -0.4141 -0.004 -0.129 -0.219 4.6325
C -1.1446 1.2821 3.8334 0.027 -0.040 -0.031 0.0020
C -0.6533 0.5990 2.5945 -0.033 0.212 -0.053 0.0113
N -0.3931 1.1579 1.4769 0.022 -0.033 0.070 0.0271
N -0.5455 2.4950 1.3172 -0.037 0.076 0.053 0.0027
C -0.3865 3.0677 0.0917 0.063 -0.163 -0.046 0.0077
N -0.5759 4.4066 0.0997 0.074 0.152 0.046 0.0039
S -0.0098 2.2445 -1.3028 0.030 0.031 0.024 0.0346
C -0.3981 -0.8617 2.6359 0.029 -0.194 -0.008 0.0068
C -0.3819 -1.5771 3.8223 -0.007 0.030 -0.007 0.0014
C -0.0555 -2.9240 3.7805 -0.004 -0.041 -0.030 0.0031
C 0.2368 -3.5143 2.5641 -0.015 0.011 0.047 0.0011
C 0.1782 -2.7309 1.4215 -0.021 0.025 -0.023 0.0077
N -0.1376 -1.4432 1.4631 0.067 -0.052 0.051 0.0354
H -1.5510 2.2752 3.6537 -0.007 -0.004 0.009 0.0002
H -0.3219 1.3656 4.5467 0.017 0.004 0.013 0.0004
H -1.9356 0.6916 4.2937 0.000 0.000 -0.001 0.0005
H -0.9576 3.0466 2.0578 0.038 -0.039 -0.051 0.0008
H -0.3284 4.9275 0.9293 -0.020 0.001 0.003 0.0004
H -0.3696 4.8686 -0.7709 0.008 -0.012 -0.001 0.0007
H -0.5880 -1.0940 4.7659 0.010 0.007 0.004 0.0003
H -0.0237 -3.5026 4.6941 0.002 0.001 0.003 0.0001
H 0.5011 -4.5593 2.4920 0.001 -0.007 0.000 0.0001
H 0.3878 -3.1308 0.4364 0.004 0.004 0.005 0.0008
O -4.8857 -2.8879 -2.2125 0.171 0.008 -0.026 0.0002
C -5.3509 -1.9698 -1.3522 0.016 0.045 0.020 0.0007
C -6.7165 -1.9904 -1.0641 -0.020 -0.002 0.008 0.0000
C -7.2650 -1.0721 -0.1918 -0.002 0.001 -0.002 0.0006
C -6.4645 -0.1085 0.4147 0.009 0.014 0.006 0.0000
C -5.1116 -0.0867 0.1333 -0.020 -0.006 0.007 0.0009
C -4.5301 -1.0045 -0.7401 0.005 0.012 -0.015 0.0016
C -3.0637 -0.9260 -0.9763 0.029 -0.064 -0.044 0.0085
O -2.3831 -0.0528 -0.3302 -0.078 -0.046 0.141 0.0489
N -2.5563 -1.7649 -1.8529 -0.181 -0.020 0.034 0.0008
N -1.1709 -1.6752 -1.9033 0.092 0.522 -0.061 0.0332
C -0.6494 -1.7102 -3.0732 -0.159 -0.252 -0.003 0.0268
C 0.7708 -1.6513 -3.3541 0.014 0.063 0.031 0.0046
C 1.1724 -1.9556 -4.6617 0.024 0.024 -0.023 0.0029
C 2.4975 -1.9737 -5.0368 0.016 0.023 0.050 0.0023
C 3.4611 -1.6765 -4.0696 -0.020 -0.021 -0.050 0.0037
C 3.0946 -1.3552 -2.7827 0.070 0.043 0.065 0.0027
C 1.7430 -1.3085 -2.3741 0.039 -0.087 0.129 0.0109
O 1.4515 -0.9766 -1.1454 0.041 0.027 -0.159 0.0654
H -3.9100 -2.7173 -2.3133 -0.073 -0.002 0.012 -0.0001
H -7.3256 -2.7439 -1.5456 -0.002 -0.006 -0.007 0.0000
H -8.3271 -1.1046 0.0165 -0.011 -0.001 0.001 0.0000
H -6.8960 0.6154 1.0931 -0.002 0.007 0.008 0.0000
H -4.4591 0.6494 0.5841 -0.003 -0.003 -0.004 0.0002
H -1.3197 -1.8123 -3.9307 0.014 -0.096 0.019 0.0022
H 0.4054 -2.1925 -5.3911 -0.022 -0.007 0.009 0.0001
H 2.7834 -2.2183 -6.0500 0.005 -0.005 -0.011 0.0001
H 4.5120 -1.7001 -4.3329 0.011 0.003 0.001 0.0002
H 3.8436 -1.1382 -2.0304 0.010 0.014 0.009 0.0001
C 5.7458 -0.7750 1.1419 -0.004 -0.002 0.005 0.0000
C 5.7816 0.7437 1.0265 0.003 0.002 -0.007 0.0000
C 4.8556 1.2739 -0.0655 0.006 -0.022 -0.001 0.0000
C 3.3726 1.1692 0.2728 -0.031 0.032 0.021 0.0001
N 2.9878 2.1513 1.2896 -0.028 -0.028 0.061 0.0001
C 2.7592 1.9225 2.6097 0.050 0.060 -0.004 0.0000
Se 2.8161 0.3236 3.4967 -0.042 0.014 -0.009 0.0001
N 2.4736 3.1323 3.1820 0.004 -0.092 0.083 0.0000
C 2.3135 3.3550 4.6136 0.018 -0.010 -0.020 0.0000
C 3.6243 3.3818 5.3960 -0.029 0.025 -0.055 0.0000
C 4.6871 4.3586 4.8836 0.001 0.005 0.016 0.0000
C 5.5414 3.8215 3.7365 -0.004 -0.005 0.003 0.0000
C 2.5328 4.1305 2.2240 -0.035 0.017 -0.008 0.0000
C 2.3501 5.5042 2.2989 -0.004 0.035 -0.034 0.0001
C 2.5166 6.2300 1.1258 -0.012 -0.054 -0.013 0.0001
C 2.8494 5.6000 -0.0775 -0.054 0.009 0.033 0.0001
C 3.0230 4.2258 -0.1496 -0.048 0.013 -0.018 0.0002
C 2.8609 3.5047 1.0234 0.004 0.033 -0.041 0.0001
H 6.4130 -1.1237 1.9308 0.003 -0.006 0.005 0.0000
H 6.0584 -1.2417 0.2051 0.000 -0.005 -0.005 0.0000
H 4.7436 -1.1318 1.3827 0.003 -0.002 0.005 0.0000
H 6.8022 1.0707 0.8110 -0.002 -0.001 0.002 0.0000
H 5.5101 1.1922 1.9867 -0.003 0.005 0.011 0.0000
H 5.0224 0.7168 -0.9913 0.002 -0.010 -0.013 0.0000
H 5.0958 2.3183 -0.2880 0.001 -0.016 0.009 0.0000
H 3.0946 0.1838 0.6405 0.002 0.012 0.028 0.0000
H 2.7553 1.3577 -0.6049 -0.036 -0.007 -0.010 -0.0002
H 1.6812 2.5547 4.9982 -0.005 0.002 -0.003 0.0000
H 1.7790 4.3000 4.7265 0.003 0.006 -0.011 0.0000
H 4.0333 2.3706 5.4159 0.023 -0.033 -0.007 0.0000
H 3.3590 3.6326 6.4265 -0.012 0.003 -0.003 0.0000
H 5.3508 4.5972 5.7175 0.000 0.000 0.004 0.0000
H 4.2214 5.3066 4.5941 0.001 0.002 0.005 0.0000
H 5.9400 2.8367 3.9874 0.011 -0.008 0.002 0.0000
H 6.3853 4.4835 3.5396 0.003 0.011 -0.003 0.0000
H 4.9859 3.7241 2.8037 0.003 -0.011 0.001 0.0000
H 2.1188 5.9999 3.2323 -0.003 -0.005 -0.009 0.0000
H 2.4010 7.3053 1.1488 -0.002 0.005 -0.004 0.0000
H 2.9799 6.1970 -0.9701 -0.004 0.003 -0.004 0.0000
H 3.2704 3.7356 -1.0805 -0.002 0.001 -0.017 0.0001
```
Positions in Å, forces in eV/Å.

Output
**Expectation value of S²**: 8.76
**2S+1**: 6

=====

Calculated energy relative to the best compared isomer or geometry (same formula, charge and spin) in order - 2.7913 0.0000 eV